(1)
Here is C24H28AsN3O9P2RuS as an isolated structure from the Open Molecules 2025 dataset. Energies are from ωB97M-V with the def2-TZVPD basis set.

Calculated values
Charge: -1
HOMO-LUMO gap (alpha / beta), eV: 7.4 / 7.1
Total energy, hartree: -5184.71362
<S²>: 8.762
Lowest unoccupied orbital energy (alpha / beta), Ha: 0.09166 / 0.06308
2S+1: 6

Last column: Mulliken spin population.
Geometry (Å):
Ru: 1.40311 0.24686 0.33152  3.791
N: 0.33793 2.03903 1.52216  0.164
C: 0.39219 3.25817 0.71730  -0.008
C: 1.59248 3.27581 -0.23652  0.007
O: 1.94997 4.35392 -0.71354  0.047
N: 2.13419 2.07532 -0.47123  0.205
C: 3.37973 2.01726 -1.21048  0.018
C: 4.20117 0.78318 -0.81949  -0.004
O: 5.39210 0.73419 -1.07171  0.013
O: 3.53085 -0.17211 -0.24338  0.110
H: -0.58753 1.84487 1.88435  -0.030
H: 1.00355 2.03748 2.28920  -0.004
H: 0.44307 4.17226 1.31219  0.004
H: -0.51967 3.31897 0.11543  -0.001
H: 3.98332 2.90937 -1.04070  0.006
H: 3.20669 1.95389 -2.29188  0.003
N: 3.16055 -2.36387 1.26776  0.011
C: 2.48724 -2.19785 2.61325  0.013
C: 2.95523 -3.34794 3.50153  -0.003
P: 2.82870 -0.56403 3.36807  0.003
O: 4.42935 -0.59610 3.62796  0.004
O: 2.07669 -0.56222 4.64808  0.003
O: 2.59664 0.49202 2.31492  0.070
P: 0.63939 -2.32878 2.35208  0.008
O: 0.12782 -2.39285 3.86291  0.003
O: 0.41790 -3.59634 1.62363  0.003
O: 0.17237 -1.00472 1.75109  0.101
H: 3.98609 -2.95047 1.36912  -0.001
H: 3.46762 -1.47319 0.79149  -0.008
H: 2.51107 -2.81989 0.60537  -0.010
H: 4.04470 -3.33200 3.60021  0.000
H: 2.63098 -4.30247 3.08180  0.000
H: 2.52651 -3.24685 4.49469  0.000
H: 4.85417 0.01617 3.01424  0.000
H: 0.54722 -1.65547 4.36179  -0.001
S: 1.28219 -1.66591 -1.34775  0.278
C: -0.35716 -2.31782 -1.32475  -0.028
C: -0.56742 -3.69057 -1.46220  0.005
C: -1.84756 -4.21413 -1.45962  0.000
C: -2.95381 -3.38507 -1.31313  0.014
C: -2.76168 -2.02009 -1.16761  -0.009
C: -1.47632 -1.49109 -1.18165  0.050
As: -1.08637 0.37734 -0.94122  0.136
C: -1.30630 1.12017 -2.71921  0.029
C: -2.18164 0.59056 -3.66025  0.005
C: -2.30520 1.18802 -4.90667  0.001
C: -1.55425 2.31382 -5.21847  0.000
C: -0.67154 2.83959 -4.28598  -0.002
C: -0.54437 2.24157 -3.03904  0.004
C: -2.69103 0.99292 -0.03404  0.006
C: -3.56010 1.93891 -0.56386  0.008
C: -4.64231 2.38621 0.18614  -0.004
C: -4.85720 1.89201 1.46365  0.009
C: -3.98634 0.94954 1.99828  -0.004
C: -2.90292 0.50359 1.25677  -0.009
H: 0.29018 -4.34529 -1.54146  -0.004
H: -1.98420 -5.28481 -1.55160  -0.001
H: -3.95368 -3.80001 -1.29486  0.001
H: -3.61323 -1.36342 -1.02716  0.001
H: -2.75681 -0.29733 -3.42455  -0.001
H: -2.98464 0.76820 -5.63824  0.000
H: -1.65069 2.77548 -6.19336  0.000
H: -0.07187 3.70832 -4.52570  0.000
H: 0.16963 2.63961 -2.32658  -0.002
H: -3.39630 2.32675 -1.56254  0.001
H: -5.31765 3.12270 -0.23169  0.000
H: -5.70061 2.24203 2.04568  0.001
H: -4.14844 0.56251 2.99653  0.000
H: -2.21373 -0.22596 1.67295  0.000

=====

(2)
Here is a 5-piece molecular cluster, C23H40FO17P overall from the Open Molecules 2025 dataset. Energies are from ωB97M-V with the def2-TZVPD basis set.

Calculated values
Charge: 0
HOMO-LUMO gap, eV: 9.7
Total energy, hartree: -2620.73122
Lowest unoccupied orbital energy, Ha: 0.00578

Last column: Mulliken charge in e.
Geometry (Å):
C: -1.73211 3.13315 -1.66310  -1.172
C: -1.42897 3.76964 -3.00332  -0.282
O: -1.26958 2.72090 -3.94898  -0.301
C: -1.05448 3.17092 -5.27778  -0.839
C: 0.08921 2.37785 -5.90995  -0.695
C: 1.36972 3.18802 -6.17579  -0.521
C: 2.61713 2.31594 -6.00829  -0.351
C: 3.84173 2.96855 -6.59548  -0.739
O: 5.01976 2.13907 -6.41586  -0.227
P: 5.43044 1.02252 -7.42469  0.961
O: 5.77807 -0.26423 -6.83704  -0.587
O: 4.31559 0.94267 -8.54940  -0.493
O: 6.62947 1.70600 -8.32514  -0.195
F: 7.47050 2.35872 -7.40107  -0.141
H: -1.00439 2.36051 -1.43852  0.309
H: -1.78140 3.87595 -0.86988  0.415
H: -2.70931 2.64925 -1.74204  0.237
H: -2.26663 4.40168 -3.32363  0.357
H: -0.51103 4.36811 -2.96357  0.300
H: -0.84670 4.24575 -5.27474  0.478
H: -1.98370 3.01235 -5.83539  0.299
H: 0.33390 1.57557 -5.20988  0.408
H: -0.23158 1.90033 -6.83682  0.383
H: 1.41800 4.05522 -5.51415  0.361
H: 1.34221 3.55193 -7.20799  0.337
H: 2.75918 2.10612 -4.94598  0.261
H: 2.42534 1.35473 -6.49561  0.327
H: 3.69203 3.19142 -7.65220  0.360
H: 4.07950 3.90307 -6.09020  0.364
H: 4.02987 0.01903 -8.61457  0.344
C: -4.73467 -0.85938 1.95605  -1.377
C: -3.81572 -0.38730 0.86170  0.582
C: -2.86397 -1.42734 0.31086  -0.519
O: -1.75631 -0.62636 -0.12386  -0.325
C: -1.74288 0.49835 0.62943  0.625
O: -0.85471 1.28787 0.64337  -0.548
O: -2.87929 0.59881 1.35139  -0.307
H: -4.17547 -1.26380 2.79176  0.257
H: -5.34807 -0.04247 2.32298  0.315
H: -5.39390 -1.63517 1.56211  0.394
H: -4.37910 0.07978 0.04787  0.265
H: -3.26446 -1.99407 -0.52525  0.320
H: -2.51446 -2.11135 1.08778  0.327
C: -5.39277 1.22118 8.16793  -1.340
C: -4.80603 0.83650 6.83640  0.573
C: -5.56189 1.32865 5.62112  -0.524
O: -5.24720 0.33154 4.63852  -0.297
C: -4.98885 -0.82351 5.30765  0.578
O: -4.88708 -1.89430 4.80075  -0.560
O: -4.87654 -0.58907 6.62690  -0.228
H: -6.41644 0.85124 8.25166  0.332
H: -4.81794 0.78592 8.97862  0.227
H: -5.40133 2.30537 8.28677  0.401
H: -3.75425 1.12696 6.77875  0.224
H: -5.24087 2.30623 5.27123  0.355
H: -6.64336 1.32960 5.77952  0.289
C: -3.37317 -4.30819 11.55776  -1.466
C: -3.52228 -2.87718 11.11570  0.510
C: -4.78827 -2.55506 10.34854  -0.546
O: -4.36929 -1.46221 9.52360  -0.234
C: -3.03214 -1.57972 9.32623  0.611
O: -2.40959 -0.92945 8.55335  -0.498
O: -2.51849 -2.52598 10.14330  -0.369
H: -3.41547 -4.97958 10.69965  0.353
H: -2.41477 -4.45931 12.05216  0.357
H: -4.16901 -4.57000 12.25532  0.377
H: -3.40625 -2.19625 11.96404  0.240
H: -5.62136 -2.25263 10.97758  0.339
H: -5.09605 -3.37874 9.69997  0.299
C: 8.82202 -1.91542 -6.70091  -1.187
C: 8.53244 -3.24031 -6.05420  0.567
C: 8.08529 -3.17478 -4.60968  -0.463
O: 8.53094 -4.43785 -4.09766  -0.343
C: 9.59383 -4.83314 -4.83987  0.612
O: 10.30770 -5.74131 -4.56676  -0.530
O: 9.72429 -4.04517 -5.93150  -0.365
H: 9.59239 -1.37541 -6.14815  0.349
H: 9.18575 -2.05379 -7.71888  0.354
H: 7.91408 -1.31333 -6.73130  0.211
H: 7.81425 -3.81112 -6.64974  0.228
H: 7.01062 -3.07702 -4.48552  0.286
H: 8.59345 -2.37779 -4.06160  0.314

=====

(3)
Here is C18H31AlBeBrClIN4O14S3 as an isolated structure from the Open Molecules 2025 dataset. Energies are from ωB97M-V with the def2-TZVPD basis set.

Calculated values
Charge: -1
HOMO-LUMO gap, eV: 1.0
Total energy, hartree: -6759.97501
Lowest unoccupied orbital energy, Ha: -0.09040

Last column: Mulliken charge in e.
Geometry (Å):
C: 6.38499 4.76807 0.39530  -1.017
C: 6.50425 3.23998 0.64942  -0.341
N: 5.41103 2.83294 1.56351  -0.281
S: 4.82559 1.32430 1.36320  1.118
O: 5.65937 0.49068 0.56807  -0.656
O: 4.64164 0.73179 2.70630  -0.728
N: 3.29002 1.35021 0.87915  -0.113
S: 3.01542 2.07064 -0.56392  0.945
O: 3.18687 1.15778 -1.65847  -0.475
O: 3.76899 3.26974 -0.77098  -0.565
C: 1.28236 2.55336 -0.49610  -0.778
I: 0.17357 0.67804 -0.52613  0.102
C: 0.85146 3.29886 0.79996  -0.196
C: 1.95265 4.07787 1.52771  -1.288
H: 7.31195 5.29658 0.58770  0.351
H: 5.56401 5.13309 1.00874  0.224
H: 6.04631 4.92739 -0.62388  0.231
H: 6.41144 2.76057 -0.31683  0.304
H: 7.47114 2.99868 1.08859  0.513
H: 5.69741 2.92171 2.53140  0.353
H: 1.04366 3.10546 -1.39719  0.691
H: 0.41250 2.57324 1.47857  0.120
H: 0.09434 4.02569 0.50772  0.343
H: 2.60250 3.46720 2.13807  0.237
H: 2.56948 4.69576 0.87800  0.383
H: 1.44736 4.75480 2.21219  0.391
C: -7.73785 -6.43075 -3.78487  -0.937
N: -6.92219 -5.60366 -2.88046  0.092
C: -6.93108 -4.26677 -3.03888  0.028
C: -6.21554 -3.45986 -2.20369  -0.188
C: -5.46955 -4.01851 -1.16847  0.151
C: -5.46650 -5.40229 -1.03794  -0.837
C: -6.19710 -6.17335 -1.90540  -0.134
C: -4.71062 -3.17740 -0.22168  1.042
C: -4.93579 -3.23282 1.14654  -0.669
C: -4.15965 -2.47434 1.99299  -0.201
N: -3.18804 -1.69494 1.50377  0.201
C: -2.96654 -1.60947 0.17899  -0.608
C: -3.72328 -2.33677 -0.70800  -0.397
C: -2.33624 -0.93943 2.44097  -1.070
H: -7.43372 -6.22686 -4.80825  0.367
H: -8.78372 -6.17131 -3.63577  0.366
H: -7.58167 -7.47903 -3.55537  0.284
H: -7.54127 -3.86334 -3.85789  0.308
H: -6.25030 -2.38886 -2.35182  0.289
H: -4.88544 -5.88745 -0.26618  0.584
H: -6.21766 -7.25014 -1.83439  0.365
H: -5.70789 -3.86179 1.56810  0.506
H: -4.28865 -2.49300 3.06526  0.373
H: -2.16756 -0.95219 -0.13076  0.165
H: -3.55358 -2.30556 -1.81341  0.214
H: -2.37313 0.11953 2.19126  0.353
H: -1.32356 -1.32399 2.34462  0.453
H: -2.69111 -1.10690 3.45027  0.331
O: 1.59484 3.67737 4.34712  -0.541
H: 1.59071 3.08241 5.10503  0.267
H: 1.34547 4.53105 4.71625  0.276
O: 4.18956 -0.98232 -3.68254  -0.359
H: 4.19889 -1.61179 -2.85619  0.309
H: 3.94300 -0.10994 -3.32048  0.619
O: 6.40129 9.48932 -0.41272  -0.597
S: 5.48816 8.46703 -0.94792  1.285
O: 4.76791 7.81238 0.16559  -0.533
O: 6.27052 7.44024 -1.66629  -0.558
O: 4.51279 9.07935 -1.86548  -0.592
Be: -8.79576 -2.18870 -3.85166  0.048
O: 4.33294 -3.07653 -1.85763  -0.830
H: 5.08461 -2.90881 -1.27321  0.262
Al: 2.59602 0.13878 2.42975  0.230
C: -1.32726 -3.93069 4.03215  0.824
O: -0.18776 -4.11910 3.56973  -0.567
O: -1.67756 -2.84285 4.60952  -0.611
O: -2.27762 -4.78198 3.93712  -0.587
Br: -3.25500 -3.61757 -3.42647  -0.701
Cl: 5.34314 -0.04087 -4.96128  0.057

=====

(4)
Here is a 12-piece molecular cluster, C37H92IN3O17S11 overall from the Open Molecules 2025 dataset. Energies are from ωB97M-V with the def2-TZVPD basis set.

Calculated values
Charge: 0
HOMO-LUMO gap, eV: 8.5
Total energy, hartree: -7585.79251
Lowest unoccupied orbital energy, Ha: 0.01236

Last column: Mulliken charge in e.
Geometry (Å):
C: 5.81814 -0.24053 -1.54737  -1.640
C: 5.07257 0.81569 -2.36399  0.434
C: 5.10353 0.45233 -3.86599  -1.308
C: 3.62904 1.15857 -1.88592  -0.633
C: 3.01985 0.34215 -0.73084  -0.691
C: 1.71711 -0.41658 -1.03091  0.892
C: 1.84515 -1.54856 -2.05714  0.169
C: 3.08414 -2.40812 -2.06127  -0.518
O: 3.69971 -2.64387 -3.04912  -0.526
I: 3.72258 -3.27498 -0.21985  0.196
O: 1.40416 -1.06947 0.23273  -0.156
C: 0.15620 -0.81318 0.63036  0.375
O: -0.37086 -1.33532 1.57096  -0.698
O: -0.40422 0.12933 -0.11835  -0.262
C: 0.41848 0.47462 -1.30285  1.384
C: 0.61230 1.98185 -1.08138  -0.956
C: -0.69433 2.78764 -1.04340  -0.540
C: -0.91207 3.73373 -2.19521  0.041
O: -1.58876 4.72052 -2.13947  -0.611
O: -0.23935 3.37909 -3.33739  -0.500
C: -0.52670 0.01696 -2.43799  -1.403
C: -0.29345 0.24872 -3.98382  -0.010
N: -1.42928 1.08800 -4.44758  -0.500
N: -0.33316 -1.02199 -4.71466  -0.377
N: 0.90250 0.93144 -4.41846  -0.282
H: 5.77319 -0.05652 -0.46958  0.308
H: 5.45500 -1.25260 -1.73589  0.200
H: 6.87629 -0.22150 -1.82618  0.524
H: 5.65334 1.73899 -2.26307  0.467
H: 5.30538 1.33017 -4.48603  0.304
H: 4.14317 0.04686 -4.19902  0.182
H: 5.86054 -0.30609 -4.07583  0.394
H: 2.95268 1.10177 -2.74222  -0.085
H: 3.62527 2.21266 -1.59604  0.359
H: 3.72371 -0.37332 -0.30574  0.109
H: 2.76002 1.00193 0.09956  0.749
H: 0.99194 -2.22311 -1.92067  0.907
H: 1.79129 -1.14883 -3.06650  -0.718
H: 1.33576 2.41600 -1.76847  0.171
H: 1.04563 2.05967 -0.08111  0.933
H: -1.56588 2.13441 -0.95977  0.294
H: -0.68485 3.39634 -0.13950  0.227
H: -0.88122 3.05607 -3.99617  0.214
H: -1.48061 0.49431 -2.20623  0.246
H: -0.69853 -1.04710 -2.27380  0.384
H: -2.22073 0.46537 -4.60321  0.281
H: -1.16971 1.34995 -5.39834  0.349
H: 0.57196 -1.46655 -4.79352  0.380
H: -0.98112 -1.67385 -4.28831  0.263
H: 1.72042 0.34884 -4.49799  0.409
H: 1.07761 1.79144 -3.91843  0.270
C: -4.70175 -1.71559 -1.49720  -0.918
S: -3.12737 -1.41047 -0.68410  0.926
O: -2.17075 -2.39995 -1.27081  -0.753
C: -3.60092 -2.03364 0.91808  -0.834
H: -4.59753 -1.42254 -2.54111  0.089
H: -4.94361 -2.77588 -1.42683  0.393
H: -5.47436 -1.11389 -1.01783  0.312
H: -3.93392 -3.06645 0.81868  0.400
H: -4.40486 -1.41907 1.32229  0.168
H: -2.72156 -1.97403 1.55703  0.182
C: 6.47497 -0.68286 4.29147  -1.026
S: 5.71725 -1.68520 3.00425  0.530
O: 4.92605 -0.74744 2.15423  -0.624
C: 4.53517 -2.50518 4.06824  -0.720
H: 7.21720 -0.04633 3.81402  0.368
H: 5.71326 -0.07228 4.77634  0.308
H: 6.96108 -1.33455 5.01775  0.320
H: 3.91949 -1.75270 4.55762  0.181
H: 5.05708 -3.11266 4.80484  0.260
H: 3.91691 -3.14728 3.44436  0.356
C: 0.44964 -2.48701 5.39129  -0.952
S: 1.79386 -2.24594 6.55382  0.620
O: 2.75168 -3.36826 6.33028  -0.649
C: 0.87277 -2.66104 8.03611  -0.970
H: 0.84146 -2.31037 4.39088  0.191
H: 0.08263 -3.50977 5.47343  0.384
H: -0.34271 -1.76985 5.60497  0.391
H: 0.47286 -3.66996 7.93772  0.298
H: 0.07134 -1.93606 8.17673  0.361
H: 1.56520 -2.61091 8.87428  0.300
C: -2.70416 -0.04146 -9.13711  -0.977
S: -1.44152 0.39983 -7.93912  1.114
O: -1.16244 1.85499 -8.12338  -0.749
C: -0.10566 -0.49530 -8.73274  -1.190
H: -3.62220 0.46325 -8.84331  0.052
H: -2.39361 0.29348 -10.12750  0.442
H: -2.85815 -1.11904 -9.10615  0.338
H: 0.01886 -0.13078 -9.75258  0.407
H: -0.33695 -1.56008 -8.72131  0.347
H: 0.79529 -0.30547 -8.15299  0.308
C: -5.80740 -0.71012 -7.00679  -0.867
S: -4.74008 -1.58895 -5.87454  0.785
O: -3.55433 -2.02887 -6.65977  -0.651
C: -5.78241 -3.03171 -5.63882  -1.186
H: -5.29897 0.20442 -7.29509  -0.014
H: -5.99671 -1.32483 -7.88728  0.388
H: -6.74035 -0.44475 -6.51178  0.452
H: -5.96446 -3.50290 -6.60465  0.385
H: -6.71944 -2.72676 -5.17294  0.366
H: -5.24966 -3.71756 -4.98339  0.359
C: 0.48622 2.42728 4.14632  -0.889
S: -1.03348 3.12090 3.48983  0.378
O: -0.82438 3.27245 2.02265  -0.564
C: -0.84562 4.74607 4.21751  -1.001
H: 0.57481 1.41272 3.76117  0.177
H: 1.32925 3.02962 3.80820  0.342
H: 0.43450 2.40935 5.23495  0.428
H: 0.09221 5.18173 3.87166  0.343
H: -0.86660 4.67412 5.30350  0.392
H: -1.68355 5.35384 3.88242  0.325
C: 5.57177 -3.15434 7.83119  -0.232
S: 5.24909 -2.09917 9.24046  0.519
O: 5.28509 -0.69483 8.75264  -0.630
C: 6.81211 -2.39601 10.07767  -0.949
H: 4.71053 -3.06880 7.16903  -0.240
H: 6.48468 -2.81948 7.33626  0.230
H: 5.67210 -4.18688 8.16712  0.408
H: 7.62940 -2.10734 9.41703  0.283
H: 6.88346 -3.44988 10.34623  0.330
H: 6.82691 -1.78421 10.97717  0.334
C: -8.17650 -0.48694 4.07408  -0.960
S: -7.68405 -0.72017 2.36291  0.470
O: -6.55106 -1.68415 2.37677  -0.556
C: -6.96245 0.91104 2.14499  -0.878
H: -8.60951 -1.42363 4.41822  0.323
H: -7.29717 -0.24156 4.66897  0.301
H: -8.92083 0.30710 4.13225  0.370
H: -6.16991 1.05513 2.87907  0.283
H: -7.73758 1.66935 2.25443  0.415
H: -6.54781 0.95537 1.13979  0.246
C: 4.95511 -7.01012 0.10010  -0.917
S: 5.69102 -6.58929 1.68316  0.501
O: 5.94408 -5.12363 1.66622  -0.522
C: 7.27594 -7.37685 1.37269  -1.003
H: 3.96465 -6.56132 0.06916  0.237
H: 5.56823 -6.59978 -0.70191  0.288
H: 4.87436 -8.09426 0.01826  0.425
H: 7.72258 -6.93977 0.47999  0.293
H: 7.13011 -8.45008 1.25022  0.403
H: 7.90930 -7.18706 2.23662  0.315
C: -5.82170 4.04177 -6.56138  -0.824
S: -6.90646 3.46493 -7.87083  0.378
O: -6.89888 1.97622 -7.79955  -0.544
C: -5.82299 3.91375 -9.23000  -0.825
H: -6.29980 3.80501 -5.61327  0.319
H: -4.86228 3.52961 -6.63479  0.210
H: -5.69092 5.12016 -6.64809  0.379
H: -4.86372 3.41081 -9.10735  0.199
H: -5.69251 4.99555 -9.24626  0.377
H: -6.30197 3.58678 -10.15045  0.319
C: -3.12977 7.50966 8.61682  -0.959
S: -2.68064 7.22572 6.90156  0.505
O: -1.61045 6.19256 6.90807  -0.593
C: -1.86359 8.80365 6.64717  -0.900
H: -3.61484 6.60628 8.97993  0.316
H: -2.22780 7.70685 9.19550  0.303
H: -3.82215 8.34928 8.67576  0.369
H: -1.05191 8.90720 7.36671  0.301
H: -2.58891 9.60952 6.75835  0.349
H: -1.46586 8.80451 5.63460  0.305